Record 1
The following is a DFT calculation (the ωB97M-V functional and the def2-TZVPD basis) of a 2-piece molecular cluster, C7H12BrClF2N2 overall.

Properties
Gap between HOMO and LUMO   0.3306 Eh

Last column: Mulliken charge in e.
Cartesian coordinates (Å):
Br1 5.61 0.31 2.27  -0.12
Cl1 2.70 1.00 3.02  -0.14
F1 4.71 1.69 -0.24  -0.27
F2 3.41 2.89 0.98  -0.29
N1 2.04 -0.11 -1.25  -0.51
N2 1.06 0.12 -0.07  0.20
C1 3.67 1.62 0.58  0.40
C2 -0.90 0.08 -1.55  -1.85
C3 1.85 1.12 -0.65  -0.28
C4 3.75 0.59 1.67  -0.03
C5 -0.63 -1.27 0.57  -1.70
C6 -0.39 0.03 -0.13  1.74
C7 -0.96 1.18 0.76  -1.80
H1 -0.39 1.34 1.58  0.43
H2 -0.42 -1.26 1.65  0.36
H3 -1.90 0.13 -1.42  0.62
H4 -1.06 2.09 0.23  0.41
H5 -1.64 -1.72 0.39  0.36
H6 1.62 2.10 -1.05  0.26
H7 1.51 -0.19 -2.20  0.30
H8 -0.35 1.06 -1.90  0.27
H9 3.44 -0.44 1.38  0.33
H10 -1.91 0.80 1.04  0.50
H11 -0.53 -0.74 -2.10  0.42
H12 0.04 -2.08 0.30  0.42

Record 2
The following is a DFT calculation (the ωB97M-V functional and the def2-TZVPD basis) of C32H31AsBiF3IOSTe as an isolated structure.

Properties
Total charge   +1
Gap between HOMO and LUMO   0.2904 Eh

Last column: Mulliken charge in e.
Cartesian coordinates (Å):
Bi1 1.63 0.73 0.91  1.32
I1 3.73 2.56 0.39  -0.35
Te1 3.37 -1.68 0.00  0.02
As1 -0.21 3.16 1.04  0.28
S1 -0.71 -2.32 1.65  -0.03
F1 -2.02 2.27 -7.92  -0.27
F2 -2.56 0.18 -7.78  -0.25
F3 -3.82 1.69 -6.88  -0.25
O1 0.37 -1.65 0.83  -0.24
C1 -1.78 1.22 -5.82  0.31
C2 4.48 -1.56 4.12  -0.80
C3 -3.25 -5.00 0.03  -0.58
C4 -1.80 -4.23 -1.73  -0.67
C5 -1.56 -3.38 0.48  0.36
C6 -1.31 3.47 2.62  -0.86
C7 -1.52 3.27 -0.39  -0.78
C8 -2.00 -1.11 1.89  0.34
C9 -3.45 0.04 3.41  -0.55
C10 -4.00 0.72 2.35  -0.65
C11 5.37 -0.90 1.98  0.63
C12 0.69 4.87 0.84  -1.25
C13 0.81 0.74 -1.09  -1.04
C14 -2.44 -0.89 3.19  -0.29
C15 0.24 0.83 -2.15  0.42
C16 -1.14 -3.39 -0.83  -0.12
C17 3.36 -2.39 2.02  -0.87
C18 -2.54 1.34 -7.11  0.85
C19 -0.44 0.96 -3.41  0.53
C20 -0.76 2.10 -5.50  -0.68
C21 6.42 -0.15 4.01  -0.57
C22 -2.85 -5.02 -1.30  -0.50
C23 5.48 -0.84 4.76  -0.53
C24 -0.09 1.97 -4.30  -0.48
C25 -2.53 -0.41 0.81  -0.42
C26 -2.13 0.20 -4.94  -0.98
C27 4.42 -1.59 2.73  0.72
C28 5.32 -0.96 0.47  -0.85
C29 -1.46 0.07 -3.74  -0.41
C30 -3.55 0.50 1.05  -0.51
C31 -2.60 -4.18 0.94  -0.51
C32 6.37 -0.18 2.63  -0.82
H1 3.75 -2.11 4.70  0.45
H2 1.26 4.87 -0.08  0.36
H3 -2.00 -1.44 4.01  0.45
H4 -1.00 3.29 -1.34  0.27
H5 -1.92 4.35 2.48  0.37
H6 7.20 0.42 4.51  0.41
H7 -4.00 1.03 0.22  0.48
H8 3.56 -3.46 2.03  0.59
H9 -3.81 0.21 4.42  0.42
H10 5.51 -0.82 5.84  0.42
H11 -0.66 3.60 3.48  0.40
H12 -1.73 -0.72 -3.05  0.43
H13 0.71 2.65 -4.04  0.52
H14 2.36 -2.22 2.43  0.18
H15 -2.92 -0.49 -5.21  0.41
H16 -2.17 -0.60 -0.19  0.46
H17 7.10 0.36 2.05  0.45
H18 6.06 -1.64 0.06  0.43
H19 -3.36 -5.67 -2.00  0.40
H20 -0.05 5.67 0.82  0.40
H21 1.37 5.02 1.67  0.40
H22 -1.49 -4.26 -2.77  0.45
H23 -1.95 2.60 2.78  0.08
H24 5.44 0.02 0.02  0.38
H25 -2.90 -4.16 1.98  0.40
H26 -4.06 -5.63 0.36  0.40
H27 -2.12 4.17 -0.27  0.46
H28 -2.16 2.39 -0.36  0.05
H29 -4.81 1.43 2.52  0.41
H30 -0.49 2.89 -6.19  0.47
H31 -0.31 -2.77 -1.14  0.50

Record 3
The following is a DFT calculation (the ωB97M-V functional and the def2-TZVPD basis) of C4H5NO2 in the gas phase.

Properties
Gap between HOMO and LUMO   0.3601 Eh

Last column: Mulliken charge in e.
Cartesian coordinates (Å):
O1 -1.83 0.76 0.77  -0.54
O2 -2.89 -0.98 -0.16  -0.46
N1 -0.63 -0.81 -0.43  -0.72
C1 0.38 0.96 0.89  -0.64
C2 1.85 -0.01 -0.26  -0.75
C3 0.36 -0.08 0.00  0.83
C4 -1.79 -0.27 0.10  0.73
H1 -2.60 -1.74 -0.69  0.37
H2 2.15 0.79 0.46  0.31
H3 0.49 1.98 0.51  0.28
H4 2.43 -0.86 0.10  0.33
H5 2.08 0.27 -1.29  0.27

Record 4
The following is a DFT calculation (the ωB97M-V functional and the def2-TZVPD basis) of C40H55F3O7P2RhSSi as an isolated structure.

Properties
Total charge   -1
Multiplicity   5
Gap between HOMO and LUMO (spin up / spin down)   0.2417 / 0.2813 Eh

Last column: Löwdin spin population.
Cartesian coordinates (Å):
Rh1 0.29 0.10 -1.51  1.60
S1 -1.48 -1.77 -3.70  0.04
P1 0.90 -1.88 -0.37  0.05
P2 -0.61 1.53 0.10  0.05
Si1 -2.42 -1.40 -0.82  0.00
F1 -4.25 0.68 -4.01  0.12
F2 -2.69 1.91 -4.90  0.12
F3 -3.44 0.17 -5.96  0.11
O1 0.42 1.42 -3.44  0.18
O2 2.54 1.27 -1.49  0.18
O3 -2.48 -2.82 -3.53  0.01
O4 -1.81 -0.69 -2.17  0.07
O5 2.05 2.02 -4.94  0.17
O6 3.48 3.00 -2.65  0.17
O7 -0.12 -2.21 -3.39  0.03
C1 1.35 -1.52 1.39  0.00
C2 -2.37 0.19 3.61  0.00
C3 4.77 -3.03 -0.61  0.00
C4 1.97 -2.24 3.74  0.00
C5 -4.06 2.95 0.85  0.00
C6 2.84 -0.07 2.83  0.00
C7 -1.65 -3.09 -0.48  0.00
C8 1.99 -0.73 3.93  0.00
C9 1.84 4.14 2.46  0.00
C10 -2.03 -5.47 -0.15  0.00
C11 -2.80 2.27 -1.46  0.00
C12 2.79 2.07 -2.36  0.19
C13 2.72 -0.82 1.49  0.00
C14 0.78 2.50 0.89  0.01
C15 -3.97 3.22 -1.67  0.00
C16 -1.65 0.94 2.69  0.00
C17 3.35 -3.55 -0.43  0.00
C18 1.48 1.77 -3.93  0.18
C19 -2.64 3.51 0.75  0.01
C20 0.18 -4.57 0.02  0.00
C21 1.23 -2.63 2.45  0.00
C22 4.08 -2.55 -3.00  0.00
C23 -1.58 0.59 1.34  0.00
C24 2.31 -2.73 -1.25  0.02
C25 0.81 4.98 0.31  0.00
C26 -2.50 -4.19 -0.43  0.00
C27 3.02 -1.78 -2.22  0.01
C28 -4.86 3.25 -0.42  0.00
C29 1.22 3.58 -0.14  0.01
C30 -3.05 -0.94 3.18  0.00
C31 5.21 -3.06 -2.07  0.00
C32 0.71 3.12 2.30  0.00
C33 -2.28 -0.54 0.89  0.00
C34 -3.17 0.68 -4.77  0.58
C35 1.58 5.37 1.58  0.00
C36 -3.01 -1.28 1.83  0.00
C37 -0.28 -3.28 -0.25  0.01
C38 -0.68 -5.66 0.07  0.00
C39 -1.85 2.83 -0.40  0.02
C40 -4.26 -1.59 -1.11  0.00
H1 -2.71 -6.31 -0.13  0.00
H2 -3.54 -2.17 1.52  0.00
H3 4.84 -2.00 -0.24  0.00
H4 0.99 5.70 -0.49  0.00
H5 5.46 -3.62 0.01  0.00
H6 4.50 -1.92 -3.79  0.00
H7 -2.70 4.58 0.55  0.00
H8 3.50 -1.58 1.42  0.00
H9 2.79 3.66 2.18  0.00
H10 0.81 2.34 3.05  0.00
H11 2.27 -1.38 -2.92  0.01
H12 1.51 -2.74 4.60  0.00
H13 -2.13 3.40 1.71  0.00
H14 3.33 -4.59 -0.78  0.00
H15 2.30 3.55 -0.24  0.00
H16 0.17 -2.78 2.66  0.00
H17 -0.29 -6.64 0.28  0.00
H18 -2.25 2.08 -2.38  0.00
H19 3.01 -2.60 3.70  0.00
H20 2.37 -0.46 4.91  0.00
H21 -4.69 -0.59 -1.27  0.00
H22 1.57 1.75 0.90  0.00
H23 0.96 -0.35 3.88  0.00
H24 3.89 -0.06 3.14  0.00
H25 3.60 -3.39 -3.51  0.00
H26 -0.24 3.63 2.48  0.00
H27 -1.14 1.82 3.05  0.00
H28 -3.55 -4.06 -0.65  0.00
H29 -4.41 -2.16 -2.02  0.00
H30 -0.27 5.01 0.51  0.00
H31 -4.00 1.87 1.01  0.00
H32 -4.57 3.36 1.73  0.00
H33 -4.55 2.93 -2.55  0.00
H34 -1.25 3.59 -0.90  0.00
H35 -3.60 -1.55 3.88  0.00
H36 1.94 4.44 3.51  0.00
H37 1.60 -3.58 2.08  0.00
H38 -5.67 2.52 -0.52  0.00
H39 -4.82 -2.05 -0.29  0.00
H40 6.11 -2.46 -2.19  0.00
H41 3.10 -3.59 0.63  0.00
H42 0.60 -0.77 1.64  0.00
H43 5.48 -4.08 -2.35  0.00
H44 2.86 -0.14 0.65  0.00
H45 -5.35 4.23 -0.33  0.00
H46 3.46 -0.92 -1.71  0.00
H47 1.03 6.12 2.14  0.00
H48 1.24 -4.75 0.17  0.00
H49 -3.20 1.29 -1.15  0.00
H50 -3.57 4.22 -1.87  0.00
H51 1.74 -3.41 -1.89  0.00
H52 2.54 5.83 1.30  0.00
H53 0.83 3.36 -1.13  0.00
H54 2.55 0.97 2.70  0.00
H55 -2.39 0.48 4.65  0.00

Record 5
The following is a DFT calculation (the ωB97M-V functional and the def2-TZVPD basis) of C5H8O3 in the gas phase.

Properties
SMILES   C[C@@]1(OO)C=CCO1
Gap between HOMO and LUMO   0.3873 Eh

Last column: Mulliken charge in e.
Cartesian coordinates (Å):
O1 -1.15 -0.16 -0.24  -0.46
O2 0.05 -0.64 1.77  -0.24
O3 -0.52 -1.95 2.03  -0.39
C1 0.09 1.85 -0.55  -0.25
C2 0.87 1.32 0.37  -0.52
C3 1.00 -1.39 -0.35  -1.11
C4 0.05 -0.37 0.42  0.82
C5 -1.31 1.27 -0.59  -0.36
H1 -1.89 1.26 -1.54  0.26
H2 0.17 2.85 -1.08  0.32
H3 0.86 -2.35 0.13  0.36
H4 -2.01 1.72 0.05  0.26
H5 -0.08 -2.32 2.80  0.30
H6 1.95 -0.89 -0.30  0.31
H7 0.58 -1.39 -1.33  0.29
H8 1.93 1.19 0.73  0.42

Record 6
The following is a DFT calculation (the ωB97M-V functional and the def2-TZVPD basis) of C33H38N4Y as an isolated structure.

Properties
Total charge   -1
Gap between HOMO and LUMO   0.1450 Eh

Last column: Mulliken charge in e.
Cartesian coordinates (Å):
Y1 -1.06 -0.50 0.26  -0.54
N1 -1.81 -0.31 -2.74  -0.46
N2 0.31 0.25 -2.96  0.87
N3 -3.75 1.90 1.73  -0.49
N4 -0.15 1.02 1.95  0.65
C1 1.84 1.61 -1.68  0.71
C2 1.16 1.37 1.89  -0.31
C3 -0.44 2.52 3.82  -1.14
C4 0.72 2.56 -1.38  -1.11
C5 5.51 1.14 -0.85  -1.46
C6 2.66 -0.41 -2.84  1.25
C7 2.04 -2.26 1.15  -1.67
C8 4.15 0.88 -1.42  1.11
C9 -3.22 3.76 -0.33  -0.22
C10 -0.93 1.55 2.93  -0.15
C11 2.42 -1.60 -3.73  -1.87
C12 -2.94 -2.53 2.37  -1.67
C13 -0.71 -0.06 -2.05  -0.17
C14 -3.89 3.21 1.93  -0.30
C15 -3.24 0.06 0.36  -0.20
C16 -3.44 1.44 0.47  -0.18
C17 -0.38 -2.27 2.10  0.93
C18 0.57 -2.45 1.04  1.05
C19 -0.08 -1.95 3.52  -1.46
C20 -1.53 -0.17 -4.09  -1.25
C21 -3.16 2.39 -0.60  -0.23
C22 0.87 2.96 3.68  -0.40
C23 -1.67 -2.61 1.60  0.63
C24 1.69 2.37 2.71  -1.12
C25 -0.13 -2.97 -0.09  0.88
C26 0.48 -3.54 -1.32  -1.73
C27 3.90 -0.23 -2.22  -1.03
C28 3.11 1.77 -1.13  -0.99
C29 1.65 0.53 -2.56  0.01
C30 -3.61 4.18 0.94  -0.53
C31 -0.22 0.22 -4.24  -0.07
C32 -1.52 -3.03 0.24  0.38
C33 -2.63 -3.48 -0.66  -2.07
H1 3.00 -2.45 -3.36  0.42
H2 -0.82 -1.26 3.94  0.30
H3 2.50 -2.13 0.16  0.24
H4 -0.08 -2.85 4.14  0.30
H5 -2.25 -0.35 -4.87  0.46
H6 -1.13 2.93 4.56  0.44
H7 0.33 -4.63 -1.36  0.28
H8 -3.03 -1.57 2.90  0.15
H9 1.56 -3.35 -1.34  0.45
H10 1.26 3.77 4.30  0.37
H11 -2.92 1.97 -1.58  0.41
H12 1.37 -1.90 -3.78  0.30
H13 0.86 3.01 -0.39  0.29
H14 0.90 -1.46 3.62  0.36
H15 -3.38 -2.69 -0.79  0.29
H16 -2.99 -3.34 3.12  0.39
H17 2.71 2.70 2.53  0.48
H18 0.66 3.37 -2.12  0.38
H19 -4.10 -0.57 0.57  0.27
H20 -1.96 1.21 2.97  0.56
H21 -3.81 -2.62 1.71  0.40
H22 5.93 2.07 -1.25  0.31
H23 6.19 0.32 -1.09  0.37
H24 -4.21 3.54 2.93  0.37
H25 2.75 -1.41 -4.76  0.36
H26 1.77 0.85 1.14  0.68
H27 -3.71 5.23 1.21  0.34
H28 3.30 2.61 -0.46  0.38
H29 0.04 -3.12 -2.23  0.20
H30 -0.26 2.08 -1.38  0.09
H31 5.46 1.25 0.24  0.30
H32 4.67 -0.98 -2.37  0.26
H33 -2.24 -3.74 -1.65  0.41
H34 -2.96 4.48 -1.11  0.37
H35 0.34 0.52 -5.11  0.45
H36 -3.13 -4.36 -0.23  0.38
H37 2.29 -1.35 1.72  0.32
H38 2.53 -3.11 1.64  0.28

Record 7
The following is a DFT calculation (the ωB97M-V functional and the def2-TZVPD basis) of C57H46AsN2OP2Pt as an isolated structure.

Properties
Total charge   +1
Multiplicity   3
Gap between HOMO and LUMO (spin up / spin down)   0.2331 / 0.2511 Eh

Last column: Löwdin spin population.
Cartesian coordinates (Å):
Pt1 0.78 1.46 -0.67  0.96
As1 -2.15 -2.07 -0.95  0.01
P1 3.05 1.39 0.56  0.21
P2 1.27 -0.66 0.17  0.10
O1 -0.91 -0.96 -0.80  0.06
N1 2.81 -0.25 0.80  0.01
N2 -1.09 2.96 -0.39  0.10
C1 6.17 0.78 -1.94  0.00
C2 -2.58 4.56 1.32  0.00
C3 2.69 -4.32 -0.97  0.00
C4 -2.98 1.56 -0.82  0.01
C5 -0.58 4.08 0.09  0.01
C6 -1.31 4.91 0.98  0.00
C7 3.23 1.53 3.35  0.01
C8 0.37 -1.12 1.68  0.02
C9 -4.53 3.07 0.95  0.00
C10 1.98 -3.16 -2.95  0.00
C11 1.53 -2.10 -2.18  0.00
C12 -1.62 -3.91 -1.10  0.00
C13 -0.87 -5.74 -2.47  0.00
C14 3.20 3.59 4.57  0.01
C15 -4.30 1.27 -0.63  0.00
C16 -0.64 -2.69 3.20  0.00
C17 -0.86 -6.57 -1.35  0.00
C18 3.15 5.05 -1.70  0.01
C19 -4.95 -1.76 2.78  0.00
C20 4.67 1.52 -0.21  0.02
C21 -4.35 -1.11 -4.97  0.00
C22 -3.08 -1.68 -2.58  0.00
C23 1.68 -2.13 -0.80  0.01
C24 2.27 -3.24 -0.19  0.00
C25 3.07 3.63 2.17  0.01
C26 4.97 0.65 -1.26  0.02
C27 -1.24 -6.07 -0.11  0.00
C28 -4.34 -2.23 -2.84  0.00
C29 -0.91 -1.67 4.09  0.00
C30 -3.31 -1.98 0.56  0.00
C31 1.51 3.41 -1.04  0.21
C32 5.58 2.52 0.14  0.02
C33 -3.18 3.42 0.74  0.00
C34 -3.94 -0.83 2.57  0.00
C35 -0.54 -0.37 3.78  0.00
C36 -5.14 -2.80 1.88  0.00
C37 0.76 4.43 -0.43  0.03
C38 -3.10 -0.57 -4.71  0.00
C39 -1.62 -4.74 0.01  0.00
C40 -5.08 2.01 0.27  0.00
C41 -2.46 -0.86 -3.51  0.00
C42 2.42 6.05 -1.07  0.00
C43 0.10 -0.09 2.59  0.00
C44 3.15 2.23 2.15  0.03
C45 1.22 5.74 -0.44  0.01
C46 -0.01 -2.42 1.99  0.01
C47 -4.31 -2.92 0.78  0.00
C48 -2.39 2.64 -0.13  0.01
C49 6.78 2.64 -0.55  0.00
C50 3.26 2.21 4.55  0.00
C51 3.10 4.30 3.38  0.00
C52 -1.25 -4.41 -2.35  0.00
C53 2.70 3.74 -1.67  0.04
C54 7.07 1.77 -1.59  0.02
C55 -4.97 -1.94 -4.04  0.00
C56 -3.12 -0.94 1.46  0.00
C57 2.54 -4.27 -2.35  0.00
H1 0.64 6.54 0.01  0.00
H2 -0.84 5.79 1.40  0.00
H3 -0.58 -6.13 -3.44  0.00
H4 3.22 4.12 5.52  0.00
H5 3.33 1.65 5.48  0.00
H6 5.36 3.20 0.96  0.00
H7 -5.59 -1.67 3.65  0.00
H8 -4.75 0.45 -1.18  0.00
H9 -4.45 -3.75 0.09  0.00
H10 -2.62 0.07 -5.43  0.00
H11 8.01 1.87 -2.13  0.00
H12 3.29 2.97 -2.14  0.00
H13 3.13 -5.18 -0.49  0.00
H14 -0.75 0.44 4.48  0.00
H15 -3.15 5.16 2.02  0.00
H16 -0.93 -3.71 3.43  0.00
H17 -2.36 1.00 -1.50  0.00
H18 0.19 -3.22 1.30  0.00
H19 4.07 5.29 -2.21  0.00
H20 6.40 0.10 -2.75  0.00
H21 -0.57 -7.60 -1.45  0.00
H22 3.26 0.44 3.34  0.00
H23 -1.93 -4.36 0.98  0.00
H24 -5.92 -3.53 2.05  0.00
H25 -3.79 -0.02 3.28  0.00
H26 -1.27 -3.78 -3.22  0.00
H27 2.40 -3.28 0.88  0.00
H28 -4.82 -2.87 -2.12  0.00
H29 3.48 -0.89 1.20  0.00
H30 -6.12 1.76 0.42  0.00
H31 -1.41 -1.88 5.03  0.00
H32 0.38 0.93 2.35  0.00
H33 2.77 7.08 -1.08  0.00
H34 -4.85 -0.89 -5.90  0.00
H35 2.98 4.19 1.25  0.00
H36 2.88 -5.11 -2.95  0.00
H37 -5.13 3.66 1.63  0.00
H38 -1.24 -6.72 0.75  0.00
H39 -1.49 -0.44 -3.29  0.00
H40 -2.32 -0.22 1.29  0.00
H41 7.48 3.41 -0.27  0.00
H42 1.87 -3.12 -4.03  0.00
H43 -5.95 -2.35 -4.24  0.00
H44 1.08 -1.23 -2.64  0.00
H45 3.05 5.38 3.40  0.00
H46 4.27 -0.12 -1.54  0.00

These records have energy values of -3617.179502; -5026.880327; -360.542922; -3864.579636; -420.830815; -1537.636023; -5422.055483 a.u., in the order they appear.
These records have ΔE to the lowest compared entry with this formula, charge and spin values of 217.9; 26.5; 332.1; 0.0; 591.4; 0.0; 0.0 kJ/mol, in the order they appear.